{"formula": "C38H62BN3O4", "method": "wB97M-V/def2-TZVPD", "symbols": ["C", "C", "N", "C", "C", "C", "C", "C", "C", "N", "C", "C", "O", "C", "C", "C", "B", "O", "O", "C", "N", "C", "C", "C", "C", "C", "C", "O", "H", "H", "H", "H", "H", "H", "H", "H", "H", "H", "H", "H", "H", "H", "H", "H", "H", "H", "H", "H", "C", "C", "C", "C", "C", "C", "H", "H", "H", "H", "H", "H", "H", "H", "H", "H", "H", "H", "H", "H", "C", "C", "C", "C", "C", "C", "H", "H", "H", "H", "H", "H", "H", "H", "H", "H", "H", "H", "H", "H", "C", "C", "C", "C", "C", "C", "H", "H", "H", "H", "H", "H", "H", "H", "H", "H", "H", "H", "H", "H"], "coordinates": [[-1.501, -6.365, 3.649], [-2.228, -5.051, 3.922], [-3.177, -4.709, 2.850], [-2.862, -3.476, 2.216], [-3.675, -2.411, 2.199], [-5.005, -2.365, 2.841], [-5.216, -2.922, 4.101], [-6.489, -2.791, 4.623], [-7.462, -2.136, 3.892], [-7.313, -1.621, 2.673], [-6.074, -1.759, 2.191], [-3.136, -1.189, 1.500], [-3.812, -0.461, 0.823], [-1.683, -0.968, 1.676], [-1.142, 0.302, 1.824], [0.237, 0.456, 1.987], [0.807, 1.923, 2.146], [0.239, 2.912, 1.344], [1.800, 2.274, 3.041], [1.095, -0.676, 1.990], [2.458, -0.492, 2.098], [3.263, -1.167, 2.824], [4.130, -2.239, 2.215], [3.437, -0.898, 4.287], [0.526, -1.953, 1.857], [-0.843, -2.071, 1.699], [-1.506, -3.396, 1.571], [-1.002, -4.342, 1.028], [-2.193, -7.193, 3.798], [-1.208, -6.397, 2.601], [-0.628, -6.500, 4.280], [-1.514, -4.248, 4.107], [-2.781, -5.169, 4.857], [-3.190, -5.447, 2.158], [-4.414, -3.407, 4.629], [-6.732, -3.192, 5.594], [-8.443, -2.024, 4.339], [-5.900, -1.353, 1.207], [-1.790, 1.166, 1.830], [-0.526, 3.290, 1.789], [1.496, 2.163, 3.946], [3.714, -3.219, 2.439], [4.123, -2.094, 1.139], [5.161, -2.141, 2.554], [4.415, -1.215, 4.635], [2.664, -1.397, 4.873], [3.356, 0.172, 4.454], [1.142, -2.840, 1.875], [2.628, 1.107, -0.768], [2.755, 1.915, -2.054], [1.408, 2.271, -2.679], [0.565, 1.069, -3.107], [1.244, 0.129, -4.102], [1.585, 0.795, -5.433], [2.141, 0.145, -0.938], [3.611, 0.905, -0.341], [2.047, 1.659, -0.028], [3.376, 1.367, -2.769], [3.291, 2.842, -1.833], [1.579, 2.925, -3.539], [0.829, 2.863, -1.964], [-0.368, 1.439, -3.546], [0.271, 0.496, -2.223], [0.574, -0.713, -4.293], [2.151, -0.296, -3.664], [0.686, 1.191, -5.910], [2.038, 0.076, -6.117], [2.292, 1.616, -5.304], [-4.504, 2.382, -1.152], [-5.547, 2.088, -0.078], [-6.982, 2.096, -0.603], [-7.457, 3.435, -1.171], [-7.378, 4.610, -0.199], [-8.257, 4.435, 1.037], [-4.631, 3.379, -1.578], [-3.497, 2.331, -0.733], [-4.565, 1.653, -1.962], [-5.438, 2.802, 0.744], [-5.339, 1.105, 0.343], [-7.654, 1.782, 0.201], [-7.077, 1.336, -1.385], [-8.493, 3.321, -1.507], [-6.878, 3.678, -2.067], [-7.690, 5.516, -0.726], [-6.342, 4.778, 0.109], [-9.304, 4.307, 0.754], [-8.190, 5.312, 1.684], [-7.955, 3.569, 1.627], [9.797, 0.789, -1.935], [9.481, 0.458, -3.391], [8.461, 1.404, -4.022], [7.080, 1.396, -3.365], [6.393, 0.032, -3.325], [6.109, -0.545, -4.709], [8.914, 0.702, -1.300], [10.552, 0.107, -1.541], [10.184, 1.806, -1.843], [9.135, -0.577, -3.464], [10.406, 0.510, -3.970], [8.362, 1.160, -5.083], [8.855, 2.425, -3.986], [6.437, 2.101, -3.901], [7.159, 1.782, -2.344], [5.445, 0.139, -2.790], [6.990, -0.679, -2.746], [5.477, 0.131, -5.288], [5.590, -1.501, -4.627], [7.028, -0.719, -5.271]], "forces_ev_per_angstrom": [[-0.40, 0.12, -0.39], [0.03, -0.53, 0.36], [-0.09, 0.19, -0.17], [-0.09, -0.20, 0.19], [0.07, -0.11, 0.08], [0.22, -0.20, -0.04], [-0.37, 0.40, -0.40], [0.38, -0.21, 0.20], [-0.85, 0.15, 0.14], [0.83, -0.44, 0.52], [-0.20, 0.37, -0.62], [0.42, -0.43, 0.11], [-0.42, 0.46, -0.07], [-0.05, 0.36, 0.18], [0.56, -0.38, -0.30], [0.11, 0.28, -0.06], [-0.30, -0.13, -0.30], [0.05, -0.22, 0.36], [-0.35, 0.29, 0.03], [-0.22, 1.75, 0.29], [-0.83, -2.28, 0.33], [0.35, 0.24, -0.57], [0.53, 1.15, -0.48], [-0.03, 0.10, 0.17], [0.03, 0.02, 0.01], [0.21, -0.06, 0.11], [-0.19, 0.69, 0.25], [0.36, -0.72, -0.10], [0.05, -0.14, 0.13], [0.30, 0.04, -0.02], [0.04, -0.04, 0.12], [0.04, 0.16, -0.24], [-0.08, 0.14, 0.08], [0.04, -0.06, -0.04], [0.04, -0.07, 0.13], [-0.05, 0.00, 0.10], [-0.10, 0.01, -0.05], [-0.07, 0.04, -0.09], [-0.10, 0.03, -0.14], [0.02, 0.33, -0.25], [0.35, -0.31, 0.10], [0.02, -0.06, 0.26], [-0.08, -0.17, -0.14], [0.05, -0.40, 0.19], [0.01, -0.20, 0.09], [-0.07, -0.08, 0.02], [-0.15, 0.08, 0.02], [0.04, -0.08, -0.12], [0.20, -0.06, -0.12], [-0.03, 0.07, 0.11], [-0.02, 0.04, -0.08], [0.01, -0.04, 0.06], [-0.09, 0.05, -0.08], [0.08, -0.10, 0.05], [-0.03, 0.01, 0.05], [-0.02, -0.02, 0.05], [-0.03, -0.01, -0.04], [-0.02, 0.02, -0.03], [0.02, 0.00, -0.04], [-0.01, -0.02, -0.01], [0.02, -0.02, 0.03], [0.00, -0.01, -0.02], [0.00, 0.02, 0.01], [0.03, -0.03, 0.03], [-0.01, 0.00, 0.03], [0.01, 0.04, 0.01], [-0.01, 0.03, -0.03], [-0.02, 0.02, -0.01], [0.01, 0.07, 0.13], [-0.02, -0.06, -0.09], [-0.05, 0.05, 0.06], [0.05, -0.01, -0.06], [-0.14, 0.00, 0.00], [0.12, 0.07, 0.01], [0.00, -0.01, -0.03], [0.02, -0.04, -0.04], [0.00, 0.01, -0.02], [-0.05, 0.02, -0.01], [-0.03, 0.07, 0.02], [-0.01, -0.01, -0.01], [0.02, -0.01, 0.00], [-0.01, 0.02, 0.01], [0.01, -0.01, 0.00], [0.04, 0.01, 0.00], [0.01, -0.02, -0.02], [0.00, -0.04, 0.01], [-0.04, -0.01, 0.02], [-0.02, -0.02, -0.01], [0.01, -0.12, -0.05], [0.07, 0.09, 0.06], [-0.03, -0.02, -0.07], [0.02, 0.02, 0.09], [-0.10, 0.03, -0.11], [0.01, -0.07, 0.11], [0.00, 0.03, 0.01], [0.01, 0.02, 0.03], [-0.03, 0.02, 0.02], [-0.02, 0.01, -0.03], [-0.01, -0.03, -0.02], [-0.01, 0.00, 0.00], [0.02, -0.01, 0.01], [-0.02, -0.01, 0.00], [0.01, 0.01, -0.01], [0.02, -0.01, 0.05], [0.02, 0.02, 0.01], [0.02, 0.01, -0.02], [-0.02, 0.00, -0.04], [-0.01, 0.02, -0.02]], "fmax_ev_per_a": 2.4, "smiles": "CCNC1=C(c2cccnc2)C(=O)c2cc(B(O)O)c(N=C(C)C)cc2C1=O.CCCCCC.CCCCCC.CCCCCC", "e_tot_ev": -53749.3253, "lumo_ha": -0.027, "total_charge": 0, "spin_multiplicity": 1}